Record 1
A cluster of 2 separate species, C4H13N2O in total. Source: OMol25; level of theory: ωB97M-V/def2-TZVPD.

As for the frontier orbital gap: 9.51 eV. The molar mass is 105.16 g mol⁻¹. The lowest unoccupied orbital energy comes out at -3.051 eV. The total charge is +1. The value obtained for the total energy is -344.6820 hartree. The value obtained for the HOMO energy is -12.6 eV. The largest force on an atom comes out at 2.36 eV/Å.

Element x y z (Å)
C: -1.053835 -0.053601 0.632049
C: -0.987543 1.380725 0.007283
C: 0.386072 1.590937 -0.554018
C: 0.689151 1.281920 -1.843789
N: 1.243192 2.247812 0.379798
N: -0.529423 -1.131857 -0.324513
H: -0.526831 -0.133403 1.592113
H: -2.064392 -0.323073 0.959174
H: -1.388791 2.030632 0.786233
H: -1.633995 1.524077 -0.843437
H: -0.187460 1.367377 -2.472778
H: 1.690473 0.870110 -2.045966
H: 0.459410 -3.731190 2.007900
H: 1.284329 1.649568 1.206109
H: 2.207873 2.400012 0.092173
H: 0.234555 -0.607994 -0.788073
H: -0.315060 -1.934759 0.312338
H: -1.233929 -1.396393 -1.003263
H: 1.190370 -3.787973 0.723177
O: 0.535833 -3.242927 1.177489

Force components x, y, z for each atom (eV/Å):
C -1.02 0.18 -0.08
C -0.24 -0.90 0.10
C 1.06 1.99 0.69
C -0.20 -0.51 1.80
N 0.12 -2.17 -0.16
N -0.79 1.01 1.98
H 0.59 0.11 -0.59
H -0.04 0.09 -0.60
H 0.65 0.37 -0.05
H -0.73 -0.51 -0.24
H 0.40 -0.91 -0.72
H -0.44 1.19 -0.73
H -0.36 0.32 0.15
H -0.01 0.70 0.40
H -0.26 -0.02 -0.39
H 0.33 -0.70 -0.33
H 0.69 0.02 -0.90
H -0.08 0.03 -0.20
H 0.03 0.21 -0.37
O 0.28 -0.50 0.23

***

Record 2
A cluster of 2 separate species, C4H13N2O in total. Source: OMol25; level of theory: ωB97M-V/def2-TZVPD.

As for the frontier orbital gap: 11.23 eV. The molar mass is 105.16 g mol⁻¹. The lowest unoccupied orbital energy comes out at -2.892 eV. The total charge is +1. The value obtained for the total energy is -344.7490 hartree. The value obtained for the HOMO energy is -14.1 eV. The largest force on an atom comes out at 1.55 eV/Å.

Element x y z (Å)
C: 0.309824 -0.603109 -3.186395
C: -0.492444 -0.211576 -1.988991
O: -0.393436 -0.832687 -0.924844
N: -1.125624 0.986265 -2.016863
H: 1.309236 -0.192104 -3.062027
H: -0.072705 -0.147996 -4.101212
H: -1.896788 1.105501 -1.375881
H: -1.271963 1.485000 -2.887446
H: 0.324516 -1.684152 -3.271990
C: -0.279783 -0.185160 2.257010
C: 0.379231 1.152145 2.551409
N: 0.637562 -1.053832 1.455962
H: -0.433949 -0.620527 3.246116
H: -1.219021 -0.153035 1.714386
H: 1.011372 1.514261 1.735807
H: 1.056747 1.073594 3.392414
H: 1.595450 -0.902174 1.776003
H: 0.247883 -1.993465 1.434721
H: 0.662680 -0.664332 0.487824
H: -0.348788 1.927381 2.763996

Force components x, y, z for each atom (eV/Å):
C -0.41 0.32 -0.48
C 0.92 0.81 0.58
O -0.41 -0.14 -0.25
N -0.83 -0.12 -0.52
H 0.21 -0.24 0.15
H -0.10 -0.20 0.01
H 0.27 0.09 0.31
H 0.20 -0.36 0.07
H 0.19 -0.02 -0.02
C 0.09 0.44 0.88
C 0.36 0.27 -0.64
N 0.11 1.54 -0.16
H -0.21 -0.54 -0.37
H 0.02 0.18 -0.04
H -0.28 0.02 -0.26
H -0.01 -0.09 0.35
H -0.06 -1.03 0.46
H 0.76 -0.25 -0.17
H -0.72 -0.68 0.02
H -0.11 -0.02 0.07

***

Record 3
A cluster of 2 separate species, C4H13N2O in total. Source: OMol25; level of theory: ωB97M-V/def2-TZVPD.

As for the frontier orbital gap: 11.06 eV. The molar mass is 105.16 g mol⁻¹. The lowest unoccupied orbital energy comes out at -2.976 eV. The total charge is +1. The value obtained for the total energy is -344.7468 hartree. The value obtained for the HOMO energy is -14.0 eV. The largest force on an atom comes out at 1.47 eV/Å.

Element x y z (Å)
C: -2.518813 1.934445 -0.981700
C: -1.077854 1.527318 -0.930805
O: -0.548778 1.124025 0.110333
N: -0.451838 1.369682 -2.120993
H: -3.071797 1.084629 -1.370204
H: -2.706378 2.811032 -1.615860
H: 0.554402 1.427552 -2.116590
H: -0.942650 1.644246 -2.964439
H: -2.876374 2.307632 -0.019535
C: 1.640530 -0.900021 1.169785
C: 2.034206 -2.263291 0.604556
N: 0.211177 -0.859491 1.567436
H: 2.225721 -0.546923 2.022037
H: 1.734529 -0.206998 0.344278
H: 1.196841 -2.719579 0.072818
H: 2.299756 -3.013789 1.344442
H: -0.073098 -1.421166 2.377974
H: -0.104621 0.115685 1.667010
H: -0.433890 -1.243312 0.873424
H: 2.908922 -2.171668 -0.033958

Force components x, y, z for each atom (eV/Å):
C -0.12 1.27 0.01
C -0.19 -1.16 0.16
O 0.10 0.68 -0.18
N -0.22 0.68 -0.07
H -0.35 0.00 0.16
H 0.28 -0.44 -0.36
H 0.00 -0.30 -0.17
H 0.35 0.12 0.23
H 0.10 -0.77 0.12
C 0.44 -0.63 -0.55
C -0.04 -0.43 0.68
N -1.34 -0.34 0.52
H -0.03 -0.18 -0.18
H -0.15 0.48 0.17
H 0.13 0.25 -0.43
H 0.03 0.15 0.41
H 0.78 0.33 0.33
H -0.02 -0.07 -0.02
H 0.44 0.27 -0.64
H -0.17 0.09 -0.20